[1]
Entry from the Open Molecules 2025 dataset: 3 unconnected molecules or ions with the total composition C13H32N2O9S2 in a non-equilibrium geometry (ωB97M-V with the def2-TZVPD basis set).

Its SMILES is NCCCOC(=O)C[C@@H](O)CN.CCOS(C)(=O)=O.CCOS(C)(=O)=O.

```
! wB97M-V def2-TZVPD RIJCOSX def2/J DEFGRID3
* xyz 0 1
N 0.16684 2.18129 -0.37335
C -0.33211 2.71575 0.94147
C -1.46773 1.74866 1.51892
C -0.89130 0.32618 2.05881
O -1.96756 -0.63022 1.89347
C -1.51206 -1.91928 1.53160
O -1.90211 -2.87269 2.26165
C -0.52344 -2.28900 0.34335
C -0.83312 -1.60107 -1.06757
O -1.66807 -0.42836 -1.01964
C 0.56386 -1.12441 -1.73739
N 1.57580 -2.21750 -1.81623
H -0.02238 2.91515 -1.08068
H 1.18529 2.05796 -0.31852
H -0.83979 3.72333 0.69200
H 0.49324 2.95799 1.68909
H -2.09211 2.22258 2.36466
H -2.15304 1.46993 0.63462
H 0.07562 0.07296 1.51520
H -0.60863 0.49645 3.16074
H 0.54678 -2.13496 0.72895
H -0.61846 -3.42578 0.18144
H -1.29779 -2.34247 -1.79860
H -2.61361 -0.67914 -0.98657
H 0.96758 -0.15993 -1.27010
H 0.28157 -0.84297 -2.82138
H 1.90838 -2.49709 -0.87151
H 2.42552 -1.79472 -2.24018
C -3.11683 -0.79334 -8.37810
C -1.81477 -0.93635 -7.61055
O -1.70330 0.03875 -6.57268
S -2.61331 -0.14139 -5.24416
C -1.83879 1.10909 -4.25845
O -2.32986 -1.42709 -4.66484
O -3.95440 0.28545 -5.53816
H -3.97881 -1.01585 -7.74538
H -3.14068 -1.48141 -9.22557
H -3.23795 0.22755 -8.74634
H -1.70454 -1.94445 -7.20127
H -0.97690 -0.77043 -8.29059
H -0.80958 0.81915 -4.05649
H -2.39665 1.18716 -3.32491
H -1.88037 2.05643 -4.79489
C 1.09061 1.37046 6.23769
C 2.23512 1.10627 7.19882
O 3.09850 0.07393 6.71969
S 4.09032 0.40985 5.48400
C 5.06776 -1.06369 5.56425
O 4.91308 1.53126 5.84761
O 3.33473 0.38374 4.26041
H 1.45202 1.77805 5.29080
H 0.38938 2.09123 6.66303
H 0.55530 0.44583 6.01122
H 2.80387 2.01873 7.39836
H 1.83111 0.76260 8.15301
H 5.61894 -1.07640 6.50264
H 5.75943 -1.04589 4.72155
H 4.40933 -1.92788 5.48503
*
```


[2]
Entry from the Open Molecules 2025 dataset: a molecular structure, C12H26AsBrN4OPd (ωB97M-V with the def2-TZVPD basis set).

```
! wB97M-V def2-TZVPD RIJCOSX def2/J DEFGRID3
* xyz 0 1
Pd 0.05225 0.04046 -0.49333
N -1.76048 2.37564 1.39527
C -1.72846 1.78745 2.73519
C -1.62194 0.26554 2.75394
N -0.35108 -0.18435 2.20088
C 0.80621 0.01591 3.06316
C 1.75559 1.02916 2.45125
N 2.40809 0.62263 1.22207
H -1.03263 1.93882 0.83198
H -2.62376 2.11149 0.93055
H -2.63605 2.07718 3.26883
H -0.88793 2.21800 3.28886
H -2.41848 -0.14878 2.13018
H -1.77249 -0.10114 3.78114
H -0.43690 -1.16308 1.96781
H 1.34566 -0.92886 3.19122
H 0.50652 0.34494 4.06655
H 2.53170 1.25908 3.18754
H 1.20878 1.95450 2.24936
H 2.83668 -0.29427 1.28066
H 1.75965 0.60076 0.42878
C -1.92151 3.77220 -1.21776
As -0.06914 3.69096 -0.75625
C 0.90927 4.68435 -2.07247
C 0.19886 4.58943 0.91527
O 0.52587 2.14849 -0.75444
H -2.26271 4.80692 -1.22834
H -2.48144 3.18696 -0.48958
H -2.03736 3.31975 -2.20060
H 0.66634 5.74518 -2.04335
H 0.67919 4.26960 -3.05155
H 1.96707 4.53480 -1.86322
H 0.06131 5.66217 0.78938
H 1.21727 4.37917 1.23814
H -0.51411 4.19008 1.63598
Br -2.18033 0.02363 -1.43594
C 0.23020 -1.85521 -0.49278
C -0.61808 -2.93282 -0.26523
C -0.04041 -4.19072 -0.22212
C 1.32963 -4.33217 -0.42214
C 2.07960 -3.19457 -0.66266
N 1.52529 -1.97772 -0.68977
H -1.68247 -2.78287 -0.15350
H -0.65632 -5.06284 -0.03821
H 1.80288 -5.30394 -0.39634
H 3.14650 -3.24942 -0.84504
*
```


Q: Which HOMO values were calculated for the entries above? A: -9.343 -7.815, in eV.
Q: Which gap between HOMO and LUMO values were calculated for the entries above? A: 9.76 8.40, in eV.